Molecular formula: C17H36BINO9P2S
Method: DFT, the ωB97M-V functional and the def2-TZVPD basis

Structure (ORCA input):
```
! wB97M-V def2-TZVPD RIJCOSX def2/J DEFGRID3
* xyz -1 1
O 2.059 -3.820 3.358
B 0.832 -3.977 2.500
S -0.039 -5.529 3.203
I -0.394 -2.180 2.771
C 1.383 -4.221 0.965
C 2.220 -3.107 0.124
C 2.749 -3.454 -1.348
N 2.594 -4.661 -2.207
C 1.789 -5.630 -1.413
C 1.186 -5.566 0.070
H 2.862 -3.640 2.786
H -1.255 -5.093 3.760
H 2.440 -2.053 0.606
H 3.387 -2.587 -1.870
H 1.556 -6.643 -2.006
H 0.589 -6.480 0.515
O -4.143 -0.478 2.141
P -5.518 -0.151 1.508
O -5.797 1.122 2.525
C -4.988 2.279 2.383
C -5.117 2.899 1.005
O -6.292 -1.350 2.357
C -5.688 -2.633 2.440
C -5.125 -2.840 3.836
O -7.054 0.215 0.800
C -8.286 0.221 1.518
C -8.609 1.568 2.140
H -3.946 2.035 2.606
H -5.324 2.999 3.137
H -4.717 2.231 0.236
H -4.570 3.845 0.955
H -6.166 3.085 0.755
H -4.916 -2.758 1.675
H -6.462 -3.382 2.243
H -4.469 -2.014 4.139
H -4.558 -3.776 3.892
H -5.936 -2.882 4.569
H -8.353 -0.570 2.267
H -9.060 -0.002 0.775
H -8.053 1.719 3.069
H -9.672 1.623 2.393
H -8.363 2.391 1.465
O 4.687 0.815 -1.323
P 5.335 1.409 -2.598
O 5.849 2.775 -1.822
C 6.878 2.646 -0.853
C 8.154 2.082 -1.450
O 3.883 1.962 -3.184
C 2.752 1.104 -3.138
C 1.802 1.573 -2.048
O 6.060 2.073 -4.022
C 5.697 3.327 -4.595
C 6.491 4.493 -4.034
H 6.531 2.029 -0.020
H 7.075 3.648 -0.459
H 8.007 1.050 -1.784
H 8.961 2.092 -0.712
H 8.468 2.662 -2.323
H 3.050 0.062 -2.986
H 2.249 1.158 -4.109
H 2.314 1.695 -1.085
H 0.978 0.864 -1.919
H 1.383 2.550 -2.306
H 4.627 3.533 -4.541
H 5.934 3.241 -5.663
H 6.097 4.810 -3.064
H 6.420 5.357 -4.702
H 7.544 4.235 -3.900
*
```

Results
- HOMO level: -0.17984 hartree
- Kohn-Sham gap: 4.24 eV

Molecular formula: C59H55ClHfN3O2P4
Method: DFT, the ωB97M-V functional and the def2-TZVPD basis

Structure (ORCA input):
```
! wB97M-V def2-TZVPD RIJCOSX def2/J DEFGRID3
* xyz 3 1
Hf -0.076 0.470 0.157
C 1.572 2.984 -1.597
P 0.818 1.452 -2.269
C 2.078 0.558 -3.178
C 2.873 1.223 -4.115
C 3.790 0.511 -4.872
C 3.914 -0.863 -4.707
C 3.122 -1.533 -3.785
C 2.208 -0.821 -3.025
C -0.458 1.869 -3.516
C -0.046 2.959 -4.459
C -0.256 2.853 -5.767
C -0.832 1.637 -6.367
C -1.123 0.562 -5.644
C -0.918 0.514 -4.161
C 2.257 2.587 -0.316
C 3.467 2.940 0.207
C 3.730 2.067 1.305
C 2.672 1.218 1.422
C 2.535 -0.071 2.175
P 2.073 -1.251 0.816
C 1.630 -2.838 1.545
C 1.481 -2.997 2.927
C 1.091 -4.221 3.450
C 0.842 -5.293 2.602
C 0.982 -5.144 1.228
C 1.373 -3.923 0.697
C 3.688 -1.421 0.029
C 4.534 -2.453 0.445
C 5.832 -2.510 -0.035
C 6.290 -1.543 -0.922
C 5.454 -0.515 -1.329
C 4.151 -0.451 -0.855
N 1.717 1.533 0.437
H 0.772 3.723 -1.501
H 2.300 3.400 -2.294
H 2.778 2.290 -4.271
H 4.404 1.028 -5.598
H 4.632 -1.413 -5.300
H 3.225 -2.602 -3.652
H 1.598 -1.348 -2.297
H 0.381 3.868 -4.049
H 0.011 3.670 -6.424
H -0.979 1.619 -7.439
H -1.489 -0.336 -6.127
H -0.269 -0.340 -3.929
H 4.125 3.707 -0.173
H 4.626 2.045 1.906
H 1.807 -0.062 2.982
H 3.494 -0.381 2.590
H 1.687 -2.177 3.603
H 0.996 -4.347 4.520
H 0.550 -6.251 3.012
H 0.799 -5.984 0.570
H 1.501 -3.827 -0.377
H 4.189 -3.215 1.132
H 6.488 -3.308 0.285
H 7.305 -1.593 -1.293
H 5.812 0.243 -2.014
H 3.517 0.367 -1.165
N -3.299 -0.030 -0.835
P -1.988 -0.506 -1.801
C -2.240 -2.219 -2.241
C -3.489 -2.840 -2.202
C -3.616 -4.158 -2.617
C -2.507 -4.857 -3.074
C -1.261 -4.246 -3.117
C -1.127 -2.932 -2.694
C -2.205 0.546 -3.272
C -3.520 0.316 -3.950
C -4.320 1.333 -4.263
C -3.948 2.732 -3.978
C -2.820 3.050 -3.349
C -1.879 2.004 -2.843
P -2.916 0.614 0.662
C -3.746 -0.472 1.844
C -4.119 -0.021 3.111
C -4.694 -0.895 4.020
C -4.890 -2.229 3.681
C -4.522 -2.689 2.427
C -3.955 -1.815 1.505
C -3.676 2.240 0.782
C -3.354 3.075 1.863
C -3.962 4.316 1.990
C -4.889 4.733 1.043
C -5.200 3.918 -0.036
C -4.598 2.675 -0.171
H -4.258 -0.156 -1.146
H -4.375 -2.314 -1.871
H -4.586 -4.638 -2.593
H -2.614 -5.882 -3.403
H -0.399 -4.791 -3.479
H -0.149 -2.462 -2.729
H -3.778 -0.696 -4.247
H -5.244 1.141 -4.793
H -4.623 3.511 -4.309
H -2.573 4.088 -3.159
H -1.799 2.132 -1.756
H -3.991 1.017 3.388
H -5.000 -0.532 4.992
H -5.344 -2.905 4.394
H -4.698 -3.720 2.151
H -3.723 -2.178 0.509
H -2.634 2.756 2.612
H -3.718 4.955 2.828
H -5.369 5.698 1.146
H -5.915 4.248 -0.778
H -4.836 2.063 -1.031
O -0.868 -1.530 0.830
H -1.763 -1.757 1.139
H -0.282 -2.309 0.912
O -0.713 2.654 0.274
H -1.602 2.993 0.493
H -0.046 3.344 0.382
Cl -1.468 -0.908 5.773
C -0.802 0.300 4.748
C -0.253 1.461 5.263
C 0.289 2.371 4.370
C 0.269 2.091 3.017
N -0.278 0.969 2.513
C -0.804 0.089 3.381
H -0.241 1.639 6.330
H 0.747 3.286 4.719
H 0.734 2.765 2.317
H -1.218 -0.824 2.991
*
```

Results
- HOMO level: -0.54588 hartree
- Kohn-Sham gap: 6.71 eV

Molecular formula: C46H77O23P2
Method: DFT, the ωB97M-V functional and the def2-TZVPD basis

Structure (ORCA input):
```
! wB97M-V def2-TZVPD RIJCOSX def2/J DEFGRID3
* xyz -1 1
C 4.039 -1.212 1.414
P 2.617 -0.369 2.403
P 2.979 1.447 1.218
C 4.659 2.271 1.758
O 3.204 0.997 -0.462
H 4.847 -0.428 1.018
H 3.648 -1.773 0.436
H 4.641 -1.946 2.130
H 3.582 0.027 3.435
H 1.565 0.268 3.170
H 1.620 -0.745 1.432
H 2.315 -1.606 3.113
H 5.118 2.729 0.767
H 5.371 1.417 2.186
H 4.461 3.091 2.572
H 2.300 1.003 -0.938
O 5.075 -3.513 3.742
C 5.251 -4.533 3.097
O 4.564 -4.854 1.961
C 4.948 -6.160 1.535
C 6.299 -6.401 2.157
C 6.209 -5.631 3.450
H 4.196 -6.877 1.884
H 4.990 -6.194 0.442
H 6.527 -7.461 2.294
H 7.081 -5.965 1.524
H 5.779 -6.235 4.254
H 7.180 -5.227 3.745
O 0.143 -0.683 -1.733
C 0.034 -1.818 -1.300
O 0.114 -2.148 0.023
C 0.052 -3.568 0.156
C -0.614 -4.057 -1.104
C -0.158 -3.051 -2.130
H 1.072 -3.953 0.263
H -0.522 -3.830 1.049
H -0.354 -5.088 -1.356
H -1.704 -4.000 -0.993
H 0.798 -3.332 -2.579
H -0.916 -2.893 -2.901
O -0.956 -6.621 0.379
C -2.165 -6.533 0.515
O -2.928 -5.533 -0.015
C -4.274 -5.684 0.433
C -4.404 -7.133 0.823
C -3.019 -7.467 1.317
H -4.438 -5.009 1.280
H -4.964 -5.415 -0.373
H -5.188 -7.311 1.563
H -4.632 -7.737 -0.064
H -2.900 -7.237 2.380
H -2.761 -8.509 1.115
O 1.188 6.362 -3.884
C 1.079 5.227 -3.450
O 1.159 4.897 -2.128
C 1.097 3.477 -1.995
C 0.431 2.989 -3.254
C 0.887 3.994 -4.281
H 2.116 3.092 -1.888
H 0.523 3.215 -1.101
H 0.691 1.957 -3.507
H -0.659 3.045 -3.143
H 1.843 3.713 -4.730
H 0.129 4.153 -5.052
O 9.507 6.185 -0.565
C 8.298 6.273 -0.429
O 7.534 7.273 -0.959
C 6.188 7.122 -0.511
C 6.059 5.673 -0.122
C 7.443 5.339 0.373
H 6.024 7.797 0.336
H 5.499 7.391 -1.317
H 5.274 5.495 0.619
H 5.830 5.069 -1.008
H 7.562 5.569 1.436
H 7.701 4.297 0.171
O -4.163 2.230 3.202
C -3.247 2.322 2.402
O -3.001 1.420 1.407
C -1.794 1.781 0.736
C -1.606 3.249 1.018
C -2.207 3.401 2.392
H -0.977 1.173 1.136
H -1.894 1.581 -0.335
H -0.563 3.569 0.959
H -2.183 3.842 0.297
H -1.476 3.200 3.180
H -2.660 4.386 2.525
O -6.870 -4.626 2.693
C -6.595 -3.510 3.104
O -5.960 -3.261 4.287
C -5.902 -1.851 4.498
C -6.048 -1.237 3.131
C -6.941 -2.222 2.420
H -6.716 -1.565 5.172
H -4.947 -1.587 4.964
H -6.450 -0.221 3.156
H -5.071 -1.202 2.633
H -8.000 -2.004 2.584
H -6.716 -2.270 1.352
O 6.122 5.412 -3.135
C 7.038 5.504 -3.934
O 7.284 4.603 -4.930
C 8.491 4.964 -5.601
C 8.679 6.432 -5.319
C 8.078 6.584 -3.944
H 9.309 4.356 -5.200
H 8.392 4.764 -6.672
H 9.722 6.751 -5.378
H 8.102 7.025 -6.039
H 8.809 6.383 -3.156
H 7.625 7.569 -3.811
O 0.625 4.792 4.091
C -0.151 5.500 4.711
O -0.793 5.122 5.855
C -1.702 6.151 6.244
C -1.189 7.404 5.586
C -0.576 6.881 4.312
H -2.705 5.880 5.899
H -1.714 6.238 7.335
H -1.968 8.153 5.421
H -0.410 7.859 6.209
H -1.311 6.810 3.505
H 0.281 7.483 4.002
O -6.596 -5.407 -1.537
C -6.464 -5.779 -2.691
O -7.486 -5.871 -3.592
C -6.992 -6.442 -4.803
C -5.507 -6.192 -4.785
C -5.182 -6.243 -3.314
H -7.234 -7.510 -4.810
H -7.476 -5.964 -5.660
H -4.942 -6.911 -5.383
H -5.295 -5.188 -5.173
H -4.970 -7.263 -2.979
H -4.356 -5.574 -3.062
O -6.201 -0.883 -0.051
C -6.625 -1.045 -1.184
O -6.707 -0.057 -2.123
C -7.347 -0.572 -3.290
C -7.163 -2.066 -3.218
C -7.170 -2.328 -1.733
H -8.403 -0.282 -3.266
H -6.882 -0.147 -4.184
H -7.931 -2.621 -3.764
H -6.186 -2.340 -3.634
H -8.184 -2.478 -1.351
H -6.529 -3.173 -1.472
*
```

Results
- Energy relative to the best compared isomer or geometry (same formula, charge and spin): 223.1 kJ/mol
- HOMO level: -0.08561 hartree
- Kohn-Sham gap: 3.72 eV

Molecular formula: C19H24N4SSeSiW
Method: DFT, the ωB97M-V functional and the def2-TZVPD basis

Structure (ORCA input):
```
! wB97M-V def2-TZVPD RIJCOSX def2/J DEFGRID3
* xyz 2 3
W -0.032 1.141 0.460
N 3.575 -0.862 1.179
C 3.636 -1.088 -0.200
C 4.575 -1.742 -0.986
C 4.309 -1.780 -2.340
C 3.154 -1.195 -2.886
C 2.225 -0.549 -2.098
C 2.490 -0.503 -0.735
N 1.762 0.059 0.325
C 2.459 -0.189 1.438
C 1.923 0.330 2.685
C 2.357 0.318 3.968
S 1.262 1.180 4.957
C 0.314 1.560 3.612
N 0.745 1.034 2.489
H 4.260 -1.159 1.857
H 5.462 -2.197 -0.569
H 5.007 -2.277 -2.999
H 2.993 -1.258 -3.953
H 1.332 -0.105 -2.520
H 3.240 -0.145 4.378
H -0.566 2.183 3.674
C 1.756 3.566 -0.392
C 0.472 3.999 0.240
C -0.021 5.223 0.536
C -1.247 5.039 1.264
C -1.463 3.708 1.408
C -2.631 2.976 1.988
N -0.415 3.029 0.760
H 2.305 4.432 -0.755
H 1.605 2.912 -1.262
H 2.416 3.053 0.318
H 0.436 6.166 0.283
H -1.898 5.822 1.620
H -3.048 3.527 2.830
H -2.361 1.974 2.340
H -3.430 2.845 1.254
C -4.709 -0.695 0.874
Si -4.155 -0.406 -0.859
C -4.741 1.144 -1.668
C -4.029 -1.877 -1.959
Se -1.748 0.020 -0.527
H -5.767 -0.970 0.872
H -4.599 0.204 1.482
H -4.157 -1.513 1.338
H -5.784 1.007 -1.967
H -4.170 1.368 -2.570
H -4.696 2.001 -0.995
H -5.028 -2.116 -2.336
H -3.645 -2.752 -1.435
H -3.397 -1.676 -2.826
*
```

Results
- Energy relative to the best compared isomer or geometry (same formula, charge and spin): 41.3 kJ/mol
- HOMO level (spin up / spin down): -0.49336 / -0.49311 hartree
- Kohn-Sham gap (spin up / spin down): 6.22 / 6.30 eV

Molecular formula: C3H4N4O
Method: DFT, the ωB97M-V functional and the def2-TZVPD basis

Structure (ORCA input):
```
! wB97M-V def2-TZVPD RIJCOSX def2/J DEFGRID3
* xyz 0 1
C 0.065 -0.327 -2.210
N 0.605 0.834 -1.247
C 0.235 0.635 -0.096
N 0.819 1.162 0.958
N 0.581 0.846 2.130
C -0.269 -0.063 2.421
N -0.835 -0.768 1.554
O -0.733 -0.379 0.142
H 0.695 -1.239 -1.944
H 0.234 0.062 -3.251
H -0.999 -0.355 -1.940
H -0.398 -0.406 3.482
*
```

Results
- SMILES: C/N=c1/nncno1
- Energy relative to the best compared isomer or geometry (same formula, charge and spin): 575.5 kJ/mol
- HOMO level: -0.35628 hartree
- Kohn-Sham gap: 8.02 eV

Molecular formula: C2H2N3O2
Method: DFT, the ωB97M-V functional and the def2-TZVPD basis

Structure (ORCA input):
```
! wB97M-V def2-TZVPD RIJCOSX def2/J DEFGRID3
* xyz 1 1
O 2.928 -1.957 0.686
C 1.845 -1.679 0.414
N 0.803 -1.216 -0.076
N -0.308 -1.294 -0.620
C -1.169 0.078 -0.421
N -0.536 1.061 0.003
O -0.994 2.262 0.329
H -2.252 -0.173 -0.754
H -0.317 2.917 0.439
*
```

Results
- SMILES: O=C=[N+]=N/C=N/O
- Energy relative to the best compared isomer or geometry (same formula, charge and spin): 244.5 kJ/mol
- HOMO level (spin up / spin down): -0.57576 / -0.57576 hartree
- Kohn-Sham gap (spin up / spin down): 7.24 / 7.24 eV

Molecular formula: C8H8FO4S
Method: DFT, the ωB97M-V functional and the def2-TZVPD basis

Structure (ORCA input):
```
! wB97M-V def2-TZVPD RIJCOSX def2/J DEFGRID3
* xyz -1 1
O 2.058 -1.123 -1.362
S 2.032 -0.827 0.039
O 3.373 -0.242 0.437
O 1.463 -1.778 0.921
C 0.969 0.709 0.245
O 1.412 1.190 1.718
C 1.526 1.634 -0.720
F 0.714 2.781 -0.835
C -0.376 0.256 0.151
C -1.148 0.400 -1.011
C -2.319 -0.361 -1.196
C -2.792 -1.245 -0.234
C -2.081 -1.275 0.936
C -0.962 -0.507 1.174
H 2.298 0.812 2.015
H 2.449 1.969 -0.388
H 1.466 1.081 -1.585
H -0.744 1.117 -1.693
H -2.754 -0.172 -2.100
H -3.630 -1.877 -0.337
H -2.545 -1.901 1.722
H -0.411 -0.640 2.104
*
```

Results
- SMILES: O=S(=O)([O-])[C@@](O)(CF)c1ccccc1
- Energy relative to the best compared isomer or geometry (same formula, charge and spin): 0.0 kJ/mol
- HOMO level: -0.20003 hartree
- Kohn-Sham gap: 8.95 eV

Molecular formula: C2H6N2S
Method: DFT, the ωB97M-V functional and the def2-TZVPD basis

Structure (ORCA input):
```
! wB97M-V def2-TZVPD RIJCOSX def2/J DEFGRID3
* xyz 0 1
C 0.247 -0.117 0.667
C -0.536 -0.725 -0.509
H 3.369 -0.347 1.431
H 2.281 1.531 0.930
H 0.037 0.999 1.244
H -1.211 -1.689 -0.527
H 0.475 -0.995 -1.075
H -2.318 1.078 -0.311
N 2.254 0.002 1.659
N 1.277 -1.030 0.921
S -1.601 0.729 -1.294
*
```

Results
- Energy relative to the best compared isomer or geometry (same formula, charge and spin): 790.5 kJ/mol
- HOMO level: -0.32714 hartree
- Kohn-Sham gap: 8.16 eV

no.,molecular weight (g mol⁻¹)
1,630.204
2,1175.947
3,1060.047
4,631.382
5,112.092
6,100.057
7,219.213
8,90.151